Entry one
15
Properties=species:S:1:pos:R:3:lowdin_charge:R:1 method="wB97M-V/def2-TZVPD" charge=0 smiles=CNCO.N multiplicity=1 homo_lumo_gap_ev=10.14 homo_energy_ha=-0.335
C 0.08513 -0.38156 1.09901 -0.147
N -0.61746 -0.43232 -0.17943 -0.117
C -1.59517 0.62068 -0.30247 -0.353
O -2.26104 0.53534 -1.53396 -0.052
H 0.65516 0.54604 1.15608 0.069
H 0.79860 -1.19880 1.15564 0.065
H -0.57951 -0.43538 1.97081 0.075
H -1.08528 -1.32444 -0.25920 0.105
H -2.36526 0.57215 0.47565 0.122
H -1.08035 1.58300 -0.21999 0.119
H -1.57424 0.49745 -2.20979 0.086
N 3.61213 -0.36507 0.74653 0.011
H 3.72813 0.57372 1.10183 0.005
H 3.28966 -0.27143 -0.20752 0.008
H 4.54260 -0.76009 0.68378 0.005


Entry two
15
Properties=species:S:1:pos:R:3:lowdin_charge:R:1 method="wB97M-V/def2-TZVPD" charge=0 smiles=CNCN.O multiplicity=1 homo_lumo_gap_ev=9.51 homo_energy_ha=-0.311
C -1.52939 0.88162 -0.78391 -0.128
N -0.14714 1.10363 -1.20759 -0.132
C 0.80383 0.65569 -0.22999 -0.306
N 1.00737 -0.82851 -0.16373 -0.017
H -2.18159 1.19557 -1.60015 0.073
H -1.74310 -0.19084 -0.67396 0.067
H -1.71823 1.42674 0.13373 0.078
H 0.07392 0.76461 -2.13063 0.097
H 0.53734 0.93267 0.77699 0.096
H 1.81410 0.99477 -0.45912 0.107
H 1.69109 -1.06326 -0.87055 0.055
H 0.19955 -1.42551 -0.27077 0.053
O 0.09880 -1.39290 2.29403 -0.088
H 1.01097 -1.21792 2.03769 0.012
H 0.08250 -1.83637 3.14794 0.031


Entry three
15
Properties=species:S:1:pos:R:3:lowdin_charge:R:1 method="wB97M-V/def2-TZVPD" charge=0 multiplicity=1 homo_lumo_gap_ev=7.46 homo_energy_ha=-0.276
C 0.80240 -1.12339 -1.38250 -0.228
N -0.18705 -0.59724 -0.46486 -0.205
C 0.29419 1.33365 -0.52094 -0.416
O 0.60608 1.73057 -1.65291 -0.126
H 0.93629 -0.62930 -2.35245 0.066
H 0.72743 -2.17471 -1.55535 0.044
H 1.81458 -0.91655 -0.91793 0.083
H -1.03275 -0.49730 -1.03138 0.055
H 1.06059 1.08913 0.31368 0.083
H -0.68151 1.65693 0.01835 0.062
N -0.87414 0.01477 1.98823 0.199
H -0.70763 -0.31627 0.92189 0.040
H -1.25255 0.94030 1.72726 0.109
H -1.51859 -0.61232 2.49412 0.137
H 0.01266 0.10174 2.41479 0.099


Entry four
15
Properties=species:S:1:pos:R:3:lowdin_charge:R:1 method="wB97M-V/def2-TZVPD" charge=0 smiles=C[NH2+]C[O-].N multiplicity=1 homo_lumo_gap_ev=8.74 homo_energy_ha=-0.297
C -1.29939 0.07121 1.51019 -0.073
N -0.67628 0.30620 0.15846 -0.056
C 0.35993 -1.04178 -0.37206 -0.404
O -0.22836 -2.12880 -0.04719 -0.184
H -1.76426 -0.88232 1.42909 0.065
H -1.98626 0.86445 1.79755 0.076
H -0.51872 0.02498 2.25734 0.083
H -1.46182 0.20775 -0.52863 0.143
H -0.12310 1.21287 0.12291 0.103
H 1.29604 -0.76296 0.16982 0.090
H 0.38759 -0.60772 -1.42667 0.084
N 1.56079 2.07500 -1.05754 0.002
H 1.74962 2.99570 -1.50452 0.037
H 1.23456 1.44786 -1.77383 -0.006
H 2.45846 1.68485 -0.70084 0.042


Going by the energies, entry one is most stable and the next is 2.3 kcal/mol up.


Entry one
54
Properties=species:S:1:pos:R:3:lowdin_charge:R:1 method="wB97M-V/def2-TZVPD" charge=0 smiles="CCOc1ccc(CNC(=O)[C@H]2CC(=O)N(C3CCCC3)C2)cc1OC" multiplicity=1 homo_lumo_gap_ev=8.99 homo_energy_ha=-0.302
C 5.21762 0.98680 -0.59575 -0.057
C 4.55965 -0.25277 -0.00068 -0.239
O 3.58880 0.06478 0.98211 -0.044
C 2.49586 0.82022 0.66982 -0.220
C 1.99197 1.58128 1.71907 0.001
C 0.84391 2.34089 1.58825 -0.040
C 0.18850 2.38896 0.37089 -0.209
C -1.09342 3.16311 0.18789 -0.107
N -2.14564 2.26844 -0.25484 0.097
C -3.18674 1.90546 0.51814 -0.463
O -3.48300 2.46354 1.55388 0.068
C -3.97249 0.68219 0.02409 -0.175
C -3.79102 0.35166 -1.45363 -0.038
C -2.46965 -0.41057 -1.46307 -0.472
O -1.70498 -0.52771 -2.40146 0.053
N -2.27943 -0.90683 -0.22470 0.003
C -1.14259 -1.72331 0.11741 -0.268
C -1.47010 -3.20746 0.33980 -0.121
C -0.27038 -3.75132 1.13309 -0.170
C 0.53843 -2.51981 1.58296 -0.171
C -0.41375 -1.34113 1.40540 -0.124
C -3.34156 -0.55264 0.69322 -0.079
C 0.69176 1.64733 -0.69314 0.026
C 1.81127 0.83713 -0.56382 -0.200
O 2.27223 0.03833 -1.57260 -0.105
C 1.60385 0.05143 -2.81609 -0.062
H 6.02601 0.68948 -1.25787 0.077
H 4.49390 1.56504 -1.16492 0.071
H 5.61952 1.61490 0.19622 0.081
H 4.12856 -0.87097 -0.79311 0.110
H 5.29701 -0.84342 0.55061 0.123
H 2.52217 1.54062 2.65730 0.123
H 0.46638 2.89801 2.43131 0.114
H -1.41941 3.60923 1.12880 0.122
H -0.96287 3.95466 -0.55952 0.130
H -1.90859 1.70935 -1.05789 0.104
H -5.01335 0.81245 0.32239 0.150
H -3.78374 1.21407 -2.11797 0.129
H -4.57594 -0.32869 -1.79361 0.134
H -0.45104 -1.62904 -0.72689 0.152
H -1.62251 -3.73293 -0.60142 0.114
H -2.38599 -3.28922 0.92705 0.109
H -0.61146 -4.32684 1.99305 0.103
H 0.34091 -4.41021 0.51827 0.104
H 1.40878 -2.38096 0.94137 0.107
H 0.89092 -2.61075 2.60852 0.109
H -1.11505 -1.30515 2.23990 0.117
H 0.10128 -0.38614 1.33654 0.094
H -2.94892 -0.32133 1.68408 0.128
H -4.07151 -1.36779 0.78169 0.132
H 0.18248 1.68479 -1.64343 0.112
H 1.66189 1.03663 -3.28959 0.101
H 0.55691 -0.25170 -2.72413 0.068
H 2.13458 -0.67210 -3.43299 0.098


Entry two
54
Properties=species:S:1:pos:R:3:lowdin_charge:R:1 method="wB97M-V/def2-TZVPD" charge=0 smiles="CCOc1cc(C(=O)N/N=C/[C@@H]2CC=CCC2)cc(OCC)c1OCC" multiplicity=1 homo_lumo_gap_ev=9.15 homo_energy_ha=-0.309
C -4.27375 -4.33574 0.15676 -0.061
C -3.04965 -3.44260 0.28691 -0.245
O -3.47876 -2.10542 0.10531 -0.058
C -2.57069 -1.09885 0.22153 -0.176
C -1.22208 -1.30623 0.45608 0.044
C -0.34870 -0.22995 0.58361 -0.132
C 1.08337 -0.55834 0.83581 -0.423
O 1.44446 -1.60902 1.31607 0.086
N 1.95870 0.42390 0.45000 0.048
N 3.28381 0.27904 0.62201 0.073
C 4.07882 1.15255 0.18208 -0.107
C 5.55691 1.04108 0.36582 -0.309
C 6.27635 1.29000 -0.96637 -0.171
C 6.15829 0.10239 -1.87343 -0.107
C 5.86047 -1.11245 -1.44456 -0.102
C 5.59697 -1.45293 -0.01402 -0.195
C 5.97822 -0.31541 0.93125 -0.160
C -0.84649 1.05863 0.51850 0.042
C -2.20132 1.29437 0.27505 -0.179
O -2.52117 2.61281 0.22994 -0.030
C -3.86557 3.06538 0.28500 -0.240
C -3.82339 4.54825 0.62489 -0.062
C -3.07343 0.21406 0.08553 -0.129
O -4.40630 0.45413 -0.16895 -0.070
C -4.97784 -0.15553 -1.31877 -0.224
C -4.23606 0.19575 -2.60355 -0.052
H -3.99085 -5.37207 0.31644 0.077
H -5.01966 -4.05150 0.89403 0.080
H -4.70918 -4.23490 -0.83406 0.076
H -2.30334 -3.70608 -0.47457 0.130
H -2.59708 -3.55888 1.27988 0.131
H -0.80905 -2.29588 0.55659 0.113
H 1.60747 1.24884 -0.03907 0.138
H 3.72065 2.05016 -0.34540 0.131
H 5.85108 1.83299 1.06928 0.142
H 7.33544 1.49321 -0.77531 0.118
H 5.86534 2.17526 -1.45972 0.108
H 6.34902 0.28780 -2.92199 0.096
H 5.77994 -1.93149 -2.14686 0.099
H 4.53504 -1.68145 0.10505 0.100
H 6.15239 -2.35588 0.25210 0.112
H 7.06083 -0.30367 1.07461 0.118
H 5.50113 -0.47278 1.89786 0.113
H -0.23001 1.92949 0.67629 0.121
H -4.42058 2.51069 1.04734 0.129
H -4.35672 2.91543 -0.68328 0.117
H -4.83354 4.94560 0.66194 0.075
H -3.34584 4.69719 1.58952 0.077
H -3.25529 5.08687 -0.12886 0.076
H -5.99552 0.24334 -1.34186 0.125
H -5.02359 -1.24147 -1.19488 0.107
H -4.17696 1.27507 -2.72855 0.075
H -4.76050 -0.22840 -3.45535 0.077
H -3.22433 -0.20477 -2.57819 0.078


Going by the energies, entry one is most stable and the next is 63.3 kcal/mol up.


Entry one
17
Properties=species:S:1:pos:R:3:lowdin_charge:R:1 method="wB97M-V/def2-TZVPD" charge=0 smiles=C[SiH](C)C.C#N multiplicity=1 homo_lumo_gap_ev=11.50 homo_energy_ha=-0.393
C -1.79252 1.76457 -0.66115 -0.250
Si -0.59851 0.44872 -0.07118 0.611
C -1.43486 -1.32184 0.09950 -0.207
C 0.82195 0.33113 -1.46320 -0.212
H -1.24428 2.69897 -0.58527 0.015
H -2.13328 1.90089 -1.72178 0.049
H -2.74459 1.78885 -0.18958 0.004
H 0.06566 0.83390 1.23659 -0.031
H -0.60366 -1.96133 0.13965 -0.011
H -2.19995 -1.49980 0.90962 0.049
H -1.84060 -1.51200 -0.81395 -0.030
H 1.90539 0.03725 -1.25755 0.039
H 0.49226 -0.30820 -2.18843 -0.036
H 0.94210 1.27709 -1.99246 0.010
C 4.11200 -0.91213 1.92878 -0.070
N 4.82608 -1.79269 1.83907 0.065
H 3.40691 -0.21915 2.06546 0.004


Entry two
17
Properties=species:S:1:pos:R:3:lowdin_charge:R:1 method="wB97M-V/def2-TZVPD" charge=0 multiplicity=1 homo_lumo_gap_ev="7.88 / 7.03" homo_energy_ha="-0.289 / -0.237"
C 2.82288 -1.94219 -0.24641 -0.095
C 2.28443 -0.79053 0.16441 -0.382
C -2.95345 0.64156 -0.12803 -0.186
C -2.22364 -0.60983 0.25484 -0.065
N 1.10415 1.92886 0.22468 -0.159
Si 1.30093 0.50858 -0.68972 0.572
H 3.45881 -2.51114 0.43782 0.055
H 2.51436 -2.28481 -1.25865 0.060
H 2.38484 -0.56269 1.24775 0.049
H -2.86113 1.48068 0.62331 0.084
H -2.57695 0.90871 -1.13281 0.063
H -3.98110 0.44718 -0.04698 0.033
H -2.33881 -1.13164 1.17112 0.014
H -1.27853 -0.97677 -0.19248 -0.010
H 1.24322 1.82512 1.24430 0.041
H 1.15344 2.79727 -0.22662 -0.011
H -0.05344 0.27165 -1.44654 -0.064


Going by the energies, entry one is most stable and the next is 69.8 kcal/mol up.


Entry one
8
Properties=species:S:1:pos:R:3:lowdin_charge:R:1 method="wB97M-V/def2-TZVPD" charge=0 multiplicity=1 homo_lumo_gap_ev=8.62 homo_energy_ha=-0.380
N -0.30827 -1.22263 -2.17022 0.175
C -0.22242 -1.04070 -0.97448 -0.192
C -0.61214 -0.91817 0.35512 -0.045
C -0.17715 0.06993 1.21697 -0.105
C 0.39201 1.11701 0.76982 -0.241
N 1.11725 2.10051 0.61338 0.199
H -1.32038 -1.69544 0.60426 0.123
H -0.62423 0.18187 2.08905 0.085


Entry two
8
Properties=species:S:1:pos:R:3:lowdin_charge:R:1 method="wB97M-V/def2-TZVPD" charge=0 smiles="N#C/C=C/C#N" multiplicity=1 homo_lumo_gap_ev=9.74 homo_energy_ha=-0.402
N 0.69143 1.71219 -2.41571 0.151
C 0.37056 0.92816 -1.60693 -0.198
C -0.18914 0.09612 -0.53828 -0.079
C 0.47095 -0.17271 0.65243 -0.061
C -0.37251 -0.89289 1.61547 -0.238
N -0.97989 -1.64027 2.25400 0.155
H -1.17033 -0.39584 -0.64969 0.123
H 1.51041 0.14030 1.04548 0.147


Entry three
8
Properties=species:S:1:pos:R:3:lowdin_charge:R:1 method="wB97M-V/def2-TZVPD" charge=0 multiplicity=1 homo_lumo_gap_ev="6.94 / 3.53" homo_energy_ha="-0.375 / -0.319"
C 0.39802 0.65673 -1.51342 -0.218
C 1.65285 -2.60082 0.84801 -0.264
C -1.05626 0.73728 0.64055 0.078
C -0.25069 0.72749 -0.37723 -0.009
N 1.02104 0.55043 -2.48553 0.260
N 1.23214 -1.54818 0.61390 -0.098
H -1.96060 1.51545 0.85024 0.161
H -1.03650 -0.03838 1.42347 0.090


Going by the energies, entry two is most stable and the next is 32.1 kcal/mol up.


Entry one
8
Properties=species:S:1:pos:R:3:lowdin_charge:R:1 method="wB97M-V/def2-TZVPD" charge=0 multiplicity=1 homo_lumo_gap_ev="7.41 / 7.41" homo_energy_ha="-0.309 / -0.309"
C 2.01682 0.30063 -0.04102 0.152
C -1.53853 0.33741 -0.08097 -0.356
C -0.79263 1.38919 0.09115 0.162
C 0.02532 -1.17134 -0.06237 -0.202
N 1.08185 -0.46520 -0.01496 -0.009
N -1.21533 -1.02315 -0.03770 0.044
H 3.10440 0.31633 0.03945 0.074
H -2.68190 0.31612 0.10643 0.135


Entry two
8
Properties=species:S:1:pos:R:3:lowdin_charge:R:1 method="wB97M-V/def2-TZVPD" charge=0 smiles="C=C(C#N)C#N" multiplicity=1 homo_lumo_gap_ev=10.60 homo_energy_ha=-0.418
C -1.31740 0.02956 -0.00669 0.136
C 0.01000 0.05476 0.05322 -0.216
C 0.81720 1.20927 0.02897 -0.222
N 1.50802 2.12305 -0.03086 0.189
C 0.97204 -1.27210 -0.04736 -0.126
N 1.64834 -2.17937 0.01957 0.135
H -1.81621 -0.82894 -0.19048 0.057
H -1.82200 0.86377 0.17363 0.047


Going by the energies, entry two is most stable and the next is 156.2 kcal/mol up.


Entry one
13
Properties=species:S:1:pos:R:3:lowdin_charge:R:1 method="wB97M-V/def2-TZVPD" charge=+1 multiplicity=1 homo_lumo_gap_ev=8.52 homo_energy_ha=-0.481
C -2.48846 -0.00883 -1.21754 0.110
C -0.29280 -0.68828 -0.40983 -0.183
C 0.86020 1.00592 0.59051 0.034
N -1.36813 -0.46954 -0.94973 0.079
N 1.81203 0.18512 0.99234 0.060
O 0.54608 -1.59940 -0.14291 0.150
H -2.52081 0.39999 -2.19980 0.108
H -3.11049 -0.22424 -0.37632 0.114
H 0.20096 1.47560 1.20605 0.079
H 0.97019 1.60094 -0.26381 0.095
H 2.43771 -0.09620 0.27424 0.134
H 1.17081 -1.47209 0.54921 0.076
H 1.78272 -0.10900 1.94759 0.144


Entry two
13
Properties=species:S:1:pos:R:3:lowdin_charge:R:1 method="wB97M-V/def2-TZVPD" charge=+1 smiles="CC[N+](N)=C=O" multiplicity=1 homo_lumo_gap_ev=10.65 homo_energy_ha=-0.586
C -1.22894 -1.15978 0.25815 -0.049
C -0.17606 -0.43630 -0.67426 -0.139
N 0.53689 0.73628 -0.00588 -0.056
N 1.59262 0.32540 1.04451 0.186
C 0.10460 1.80360 -0.69038 -0.063
O -0.40934 2.59144 -1.32331 0.357
H -1.01780 -1.11328 1.41013 0.125
H -1.29794 -2.10641 -0.03137 0.018
H -2.19057 -0.58977 0.12476 0.094
H 0.63647 -1.15438 -0.75204 0.114
H -0.71420 -0.05176 -1.70256 0.192
H 1.64752 1.02509 1.74144 0.086
H 2.51673 0.12988 0.60080 0.134


Going by the energies, entry two is most stable and the next is 7.2 kcal/mol up.